[1]
Computed, not measured: a 14-piece molecular cluster, C18H64N2O14 overall in a non-equilibrium geometry, with ωB97M-V with the def2-TZVPD basis set.

The geometry in ORCA input format:
```
! RIJCOSX wB97M-V def2-TZVPD def2/J DEFGRID3
* xyz 0 1
C -1.65936 1.35099 -3.03433
C -2.05606 2.85921 -3.10626
O -3.48693 2.93975 -2.90505
H -0.53493 1.27786 -3.09950
H -1.99680 0.87964 -3.93754
H -2.12878 0.89114 -2.11910
H -1.87930 3.35393 -4.06587
H -1.55293 3.37074 -2.33681
H -3.69147 3.85345 -2.72162
C 4.63469 -1.01736 -0.68299
C 5.36811 -1.73569 -1.87817
O 6.30285 -2.69981 -1.37311
H 3.89967 -1.53590 -0.21027
H 3.98728 -0.26792 -1.01708
H 5.25747 -0.47235 0.02279
H 6.12248 -1.00729 -2.22793
H 4.87689 -2.07539 -2.82102
H 6.05763 -3.51873 -1.81170
C -2.60452 -1.86224 -2.72949
C -3.46344 -2.55442 -1.65636
O -2.85781 -3.80444 -1.30575
H -1.60524 -1.60282 -2.39416
H -3.10417 -0.97634 -3.11041
H -2.55868 -2.37029 -3.65147
H -4.45774 -2.74911 -2.12724
H -3.49300 -1.96044 -0.73274
H -2.80189 -4.33268 -2.09040
C -0.36903 1.42528 0.26985
C 0.73955 0.65988 -0.44084
O 0.18781 -0.54253 -0.95395
H -1.05834 1.83381 -0.46244
H 0.03516 2.20959 0.97240
H -0.93394 0.85307 0.96113
H 1.65989 0.45623 0.20159
H 1.11110 1.15495 -1.30232
H -0.05524 -1.10596 -0.21245
C -1.91662 -0.06979 4.50078
O -1.72105 0.00987 3.13780
N -1.19108 0.58023 5.36618
N -2.97119 -0.70873 4.91443
H -0.37202 1.22217 5.13947
H -1.44795 0.49958 6.34491
H -3.62867 -1.17381 4.20340
H -3.09490 -1.02097 5.91191
C 0.28872 -4.15010 -1.38072
O -0.17332 -5.29244 -2.08785
H 1.29437 -3.90437 -1.73692
H 0.36890 -4.51399 -0.32933
H -0.35785 -3.30151 -1.42245
H -0.11773 -5.14762 -3.05743
C 2.13931 -1.68800 -3.28286
O 0.78097 -1.76592 -3.58268
H 2.44774 -2.45955 -2.59581
H 2.55521 -0.74195 -2.87980
H 2.64535 -1.83024 -4.27725
H 0.29751 -1.41265 -2.80511
C 3.48313 2.89814 0.23844
O 3.17423 3.04940 1.60682
H 2.62371 2.77641 -0.34004
H 3.94365 1.87956 0.28602
H 4.04683 3.68643 -0.15235
H 3.84619 2.47020 2.03499
C 1.41671 3.18996 -3.33226
O 2.37789 2.25893 -2.98936
H 1.85608 4.09222 -3.91357
H 0.87905 3.63494 -2.47426
H 0.73816 2.92641 -4.09349
H 2.53267 1.72685 -3.79926
C 1.89193 1.91376 4.03939
O 1.25877 2.05137 5.26657
H 1.32433 2.53465 3.33784
H 1.99923 0.83515 3.88234
H 2.96703 2.24981 4.14147
H 0.98595 2.92679 5.44786
C -2.36149 -2.77866 1.75383
O -1.36942 -3.38685 0.98232
H -2.16404 -2.85756 2.82777
H -3.30769 -3.31707 1.84091
H -2.49588 -1.72440 1.50468
H -1.76466 -3.54372 0.12012
C -3.52657 0.69488 0.29791
O -3.45248 1.13564 1.61952
H -3.49635 1.51252 -0.40797
H -4.42312 0.21783 -0.05795
H -2.87796 -0.13835 0.03910
H -2.68840 0.77233 2.03710
C 1.05360 -1.50967 2.32791
O 0.54923 -2.78286 2.68733
H 1.30211 -1.17412 3.33562
H 0.33695 -0.97455 1.77016
H 1.94196 -1.50559 1.72173
H -0.19038 -2.91893 2.10643
C -1.91552 3.56113 2.30737
O -1.23803 4.73088 2.14622
H -1.52145 3.01553 3.20166
H -1.92740 2.99584 1.40491
H -2.92615 3.68204 2.42223
H -0.59910 4.88472 2.83391
*
```

Summary:
F_max = 8.0 eV Å⁻¹
ΔE to the lowest compared entry with this formula, charge and spin = 41.9 kcal per mole
gap between HOMO and LUMO = 9.5 eV

These are the Löwdin partial charges, in e, on atoms 1 to 6: number 1, C, carries -0.07; number 2, C, carries -0.29; number 3, O, carries -0.09; number 4, H, carries 0.07; number 5, H, carries 0.06; number 6, H, carries 0.06

[2]
Computed, not measured: a 12-piece molecular cluster, C18H65N5O11 overall in a non-equilibrium geometry, with ωB97M-V with the def2-TZVPD basis set.

The geometry in ORCA input format:
```
! RIJCOSX wB97M-V def2-TZVPD def2/J DEFGRID3
* xyz 0 1
N -4.33154 -0.94858 -0.64397
H -4.15422 -0.40255 -1.47493
H -4.27440 -1.92709 -0.88761
H -5.28016 -0.89960 -0.30074
H -3.63142 -0.86184 0.07881
C 0.07684 0.48267 0.82930
C -1.27305 -0.32502 0.79326
O -2.42194 0.46143 1.09564
H 0.91777 -0.14794 0.54073
H 0.21294 0.65209 1.89741
H 0.11198 1.41011 0.25771
H -1.19732 -1.24527 1.37248
H -1.30035 -0.70669 -0.22738
O -3.87246 -3.19265 2.23370
H -4.29963 -3.83339 2.80223
H -3.32852 -2.67221 2.82490
O -3.43497 2.57550 -0.51987
H -3.15973 1.82805 0.01096
H -2.65974 2.80406 -1.03272
O -3.02278 -1.20878 3.76867
H -2.72017 -0.79698 2.95930
H -3.88604 -0.82577 3.92462
O -5.12953 1.50700 1.98370
H -4.92841 2.41249 2.22011
H -4.28495 1.13015 1.73694
O -1.29616 3.06129 1.86759
H -2.13754 3.46461 2.08122
H -1.51388 2.15675 1.64252
O 1.14872 4.27255 1.20921
H 0.41571 3.71324 1.46629
H 0.85273 4.70236 0.40679
C 0.88723 2.82922 -2.78528
C -0.57391 3.22618 -2.54610
C -1.16796 4.10214 -3.69284
O -0.38607 5.30411 -3.74098
C -0.60906 6.11403 -4.86269
N -1.30340 2.05515 -2.51277
H 1.26938 2.21961 -1.96647
H 1.56359 3.66814 -2.62142
H 1.06298 2.30597 -3.72519
H -0.70858 3.69469 -1.57119
H -2.22667 4.33791 -3.58483
H -1.05782 3.63152 -4.66983
H -0.45862 7.16144 -4.60114
H -1.66655 6.05565 -5.12039
H 0.01561 5.77999 -5.69113
H -0.81054 1.35635 -1.97532
H -1.31825 1.75788 -3.47792
C 3.33808 4.31195 3.70496
C 3.11633 2.80798 3.60240
C 1.93030 2.48734 4.51756
O 1.78655 1.03751 4.55028
C 0.46287 0.71264 4.93697
N 2.77459 2.33384 2.23117
H 2.52583 4.91303 3.29624
H 4.20138 4.54955 3.08338
H 3.61989 4.61648 4.71291
H 3.99237 2.26701 3.96020
H 1.01144 2.92708 4.12971
H 2.00639 2.85485 5.54091
H -0.32414 0.96588 4.22663
H 0.24524 1.16026 5.90670
H 0.39885 -0.35394 5.15237
H 2.23755 1.49244 2.38520
H 2.08610 3.02294 1.96426
C 1.10169 -7.14945 1.03071
C 1.40949 -5.92520 0.18626
C 2.49940 -5.00138 0.72367
O 1.99804 -4.17343 1.81210
C 1.01761 -3.23455 1.46926
N 1.89586 -6.62517 -0.98002
H 0.66852 -6.78728 1.96307
H 1.94779 -7.77381 1.31777
H 0.18729 -7.66464 0.73654
H 0.51753 -5.35199 -0.06658
H 2.91902 -4.40687 -0.08785
H 3.31641 -5.61667 1.10052
H -0.00554 -3.59992 1.38105
H 1.27286 -2.62566 0.60196
H 0.90322 -2.55321 2.31234
H 1.84677 -6.00102 -1.77256
H 1.19619 -7.33444 -1.14586
C -0.73908 -2.37621 -2.93241
C 0.51570 -2.16928 -3.87581
C 1.79451 -1.95260 -3.07737
O 1.90418 -0.81458 -2.28519
C 3.24514 -0.42874 -1.94733
N 0.68311 -3.38517 -4.69221
H -1.01292 -1.46820 -2.39519
H -0.65011 -3.21657 -2.24396
H -1.55940 -2.78235 -3.52422
H 0.43033 -1.31214 -4.54373
H 2.49966 -1.94282 -3.90851
H 1.96364 -2.85816 -2.49473
H 3.20894 0.44940 -1.30260
H 3.74418 -0.15164 -2.87592
H 3.78383 -1.29447 -1.56209
H -0.08194 -3.65353 -5.29453
H 1.45930 -3.16507 -5.29982
*
```

Summary:
F_max = 3.6 eV Å⁻¹
ΔE to the lowest compared entry with this formula, charge and spin = 50.0 kcal per mole
gap between HOMO and LUMO = 7.8 eV

These are the Löwdin partial charges, in e, on atoms 1 to 6: number 1, N, carries 0.35; number 2, H, carries 0.15; number 3, H, carries 0.14; number 4, H, carries 0.15; number 5, H, carries 0.08; number 6, C, carries -0.07

[3]
Computed, not measured: a 15-piece molecular cluster, C18H66N8O15 overall in a non-equilibrium geometry, with ωB97M-V with the def2-TZVPD basis set.

The geometry in ORCA input format:
```
! RIJCOSX wB97M-V def2-TZVPD def2/J DEFGRID3
* xyz 0 1
C 14.38584 11.18345 -17.55626
C 14.79657 12.14767 -16.58088
O 14.53975 13.42029 -17.12644
H 14.81504 11.38867 -18.53927
H 13.26276 10.98140 -17.62815
H 14.78818 10.27896 -17.25287
H 15.79284 12.11430 -16.20197
H 14.26438 12.14055 -15.65409
H 14.90738 13.98973 -16.42374
C 6.45085 5.46196 -18.73313
C 7.74972 5.05769 -19.37748
O 8.38421 6.20586 -19.84512
H 5.96644 4.64848 -18.22097
H 5.70368 5.83521 -19.45263
H 6.64233 6.02966 -17.77904
H 7.65636 4.39812 -20.16103
H 8.39625 4.73379 -18.65658
H 9.25029 6.03195 -19.69516
C 11.62391 9.67600 -20.21160
C 11.71573 8.42347 -21.10837
O 11.06142 7.35356 -20.47324
H 12.27181 9.73484 -19.35639
H 10.63384 9.79795 -19.79201
H 11.76685 10.57806 -20.78509
H 12.64535 8.20019 -21.68491
H 10.95812 8.74242 -21.85631
H 10.47698 7.06699 -21.16781
C 15.65050 6.98318 -23.34559
O 14.43153 6.69581 -22.73075
N 16.59881 6.08351 -23.52051
N 16.05101 8.18659 -23.67463
H 16.41890 5.18462 -22.97325
H 17.54964 6.14442 -23.86096
H 15.72812 8.92409 -23.01421
H 16.99415 8.32908 -24.01494
C 8.57251 7.77932 -23.17209
O 7.57028 8.70869 -22.90620
N 8.60462 6.71808 -22.42659
N 9.38747 7.80351 -24.18099
H 8.03682 6.72591 -21.54965
H 9.24199 5.89199 -22.61848
H 9.40093 8.73228 -24.64261
H 10.19230 7.15908 -24.31055
C 10.89279 4.59906 -22.02239
O 10.95954 4.14455 -20.76762
N 9.92919 4.45353 -22.94293
N 11.78482 5.40605 -22.48908
H 9.06949 3.90275 -22.68340
H 10.16279 4.35105 -23.97151
H 12.45783 5.78204 -21.87465
H 11.98256 5.67738 -23.46320
C 12.83572 12.89087 -23.11038
O 13.27189 11.86176 -22.18631
N 12.22911 13.96619 -22.90496
N 12.94867 12.77100 -24.40531
H 12.05421 14.04694 -21.90076
H 11.72657 14.56680 -23.58643
H 13.60055 11.95809 -24.64799
H 12.32152 13.01779 -25.18356
C 12.80368 7.89473 -24.90968
O 11.87976 6.83186 -24.98339
H 12.93171 8.17464 -23.85089
H 12.55787 8.79750 -25.53845
H 13.77879 7.64916 -25.27480
H 11.57560 6.82227 -25.91561
C 9.39495 11.85637 -22.43580
O 9.86343 12.55657 -23.55268
H 9.75781 10.82600 -22.62547
H 8.30536 11.88255 -22.41226
H 9.82141 12.35956 -21.53800
H 10.83780 12.58485 -23.43736
C 13.62099 7.47573 -18.06261
O 13.58648 6.55768 -17.00362
H 13.81536 7.04567 -19.07639
H 14.12055 8.41500 -17.82686
H 12.54928 7.70253 -18.09262
H 14.45009 6.32255 -16.71403
C 8.10706 9.88012 -19.70268
O 6.84745 10.44712 -19.59842
H 8.70523 10.06539 -18.85468
H 8.61185 10.08348 -20.68288
H 7.76790 8.82188 -19.70545
H 6.20628 9.79154 -19.85245
C 15.19168 9.28997 -20.83493
O 15.24727 10.09653 -21.99809
H 16.17668 8.81703 -20.56490
H 14.47114 8.49194 -20.85893
H 14.73096 9.99621 -20.12285
H 14.47054 10.80031 -22.09719
C 10.62097 9.76392 -17.00268
O 10.16272 9.40878 -15.72290
H 10.22922 9.01955 -17.69334
H 11.70049 9.74570 -16.92579
H 10.35799 10.76388 -17.48227
H 9.15730 9.36830 -15.69260
C 11.96005 13.28009 -19.51931
O 12.44835 14.32740 -20.31811
H 11.15633 12.69170 -19.89368
H 11.46830 13.71784 -18.59643
H 12.82691 12.62443 -19.26404
H 13.00824 14.90009 -19.84711
C 10.18542 6.20814 -16.91146
O 10.67949 5.65313 -18.15477
H 9.50953 7.04190 -17.01790
H 11.09154 6.57227 -16.39439
H 9.75077 5.45875 -16.27983
H 10.91052 6.30705 -18.77918
*
```

Summary:
F_max = 8.3 eV Å⁻¹
ΔE to the lowest compared entry with this formula, charge and spin = 74.3 kcal per mole
gap between HOMO and LUMO = 8.4 eV

These are the Löwdin partial charges, in e, on atoms 1 to 6: number 1, C, carries -0.10; number 2, C, carries -0.35; number 3, O, carries -0.08; number 4, H, carries 0.08; number 5, H, carries 0.09; number 6, H, carries 0.04

Question: Among the records above, which one has the lowest gap between HOMO and LUMO?
Answer: C18H65N5O11

Question: Among the records above, which one has the highest F_max?
Answer: C18H66N8O15

Question: The lowest gap between HOMO and LUMO belongs to which entry?
Answer: C18H65N5O11

Question: What is the F_max in the third record?
Answer: 8.3 eV Å⁻¹